# 1
Molecular formula: C22H45ClF2IN4
Method: DFT, ωB97M-V/def2-TZVPD

Cartesian coordinates (Å):
C  0.787  -2.439  2.486
C  -0.658  -1.635  2.236
C  -0.255  -0.200  1.557
C  -1.564  -2.626  1.299
C  -2.374  -1.901  0.078
C  -3.443  -0.746  0.520
N  -4.363  -0.582  1.707
C  -4.499  -1.551  2.859
C  -5.999  -1.644  3.519
F  -3.575  -1.134  3.945
C  -5.034  0.747  1.404
Cl  -6.270  1.627  2.468
C  -4.578  1.433  -0.035
I  -5.306  3.299  -0.929
N  -3.561  0.411  -0.494
F  -2.879  0.566  -1.686
H  1.293  -2.095  3.494
H  1.499  -2.351  1.547
H  0.543  -3.600  2.605
H  -1.119  -1.517  3.330
H  0.529  0.313  2.297
H  0.294  -0.303  0.530
H  -1.182  0.535  1.540
H  -2.224  -3.283  2.018
H  -0.802  -3.390  0.787
H  -1.581  -1.379  -0.645
H  -2.965  -2.671  -0.611
H  -4.264  -2.630  2.420
H  -6.773  -1.204  2.740
H  -6.189  -2.767  3.798
H  -6.065  -0.913  4.461
C  -1.288  3.786  -2.465
C  -1.422  4.836  -1.366
N  -0.168  5.520  -1.032
C  -0.264  6.333  0.185
C  -1.208  7.528  0.166
C  0.539  6.155  -2.147
C  -0.206  7.224  -2.938
H  -0.543  3.029  -2.204
H  -2.248  3.276  -2.608
H  -1.014  4.231  -3.427
H  -1.785  4.312  -0.472
H  -2.206  5.545  -1.652
H  0.739  6.681  0.469
H  -0.570  5.673  1.008
H  -0.792  8.365  -0.397
H  -1.370  7.888  1.191
H  -2.190  7.283  -0.248
H  0.853  5.371  -2.846
H  1.484  6.579  -1.785
H  -1.243  6.950  -3.147
H  0.289  7.380  -3.903
H  -0.197  8.186  -2.420
C  4.425  -2.115  -0.013
C  4.577  -3.615  0.210
N  3.661  -4.438  -0.587
C  3.647  -5.846  -0.176
C  4.929  -6.649  -0.355
C  3.684  -4.216  -2.034
C  5.009  -4.424  -2.759
H  3.401  -1.783  0.190
H  5.094  -1.569  0.664
H  4.692  -1.821  -1.034
H  4.377  -3.798  1.274
H  5.622  -3.892  0.037
H  2.829  -6.367  -0.694
H  3.370  -5.885  0.886
H  5.093  -6.922  -1.399
H  4.860  -7.587  0.210
H  5.813  -6.118  0.009
H  3.346  -3.192  -2.231
H  2.920  -4.842  -2.512
H  5.859  -4.005  -2.214
H  4.976  -3.931  -3.737
H  5.203  -5.483  -2.945

Its total charge is +1. The total energy comes out at -2041.2343 hartree.

=====

# 2
Molecular formula: C36H40BNP2Pt
Method: DFT, ωB97M-V/def2-TZVPD

Cartesian coordinates (Å):
Pt  3.875  2.975  -0.299
C  5.088  4.106  0.933
C  3.755  4.110  1.469
C  2.780  5.241  1.265
C  2.655  5.664  -0.215
C  2.946  4.548  -1.196
C  4.284  4.373  -1.727
C  5.408  5.303  -1.318
C  5.709  5.299  0.205
C  -0.928  0.799  -1.637
H  5.825  3.477  1.469
H  3.636  3.565  2.416
H  3.064  6.105  1.879
H  1.807  4.911  1.641
H  1.639  6.030  -0.391
H  3.328  6.517  -0.397
H  2.125  4.299  -1.891
H  4.349  4.000  -2.758
H  5.241  6.327  -1.684
H  6.322  4.947  -1.814
H  6.797  5.200  0.312
H  5.434  6.247  0.681
H  0.061  0.384  -1.384
H  -1.194  0.537  -2.673
H  -1.664  0.393  -0.931
P  0.697  1.272  1.824
P  -0.964  2.592  -1.550
C  -0.106  2.721  1.175
C  -0.214  3.270  -0.089
C  0.244  1.130  3.558
C  0.247  2.338  4.293
C  -0.011  2.320  5.665
C  -0.264  1.121  6.328
C  -0.197  -0.077  5.614
C  0.064  -0.089  4.237
C  2.513  1.217  1.835
C  3.278  1.080  0.559
C  4.660  0.600  0.672
C  5.222  0.327  1.904
C  4.526  0.589  3.079
C  3.206  1.050  3.041
C  -2.738  2.976  -1.878
C  -3.650  2.901  -0.813
C  -5.014  3.099  -1.029
C  -5.504  3.360  -2.309
C  -4.608  3.428  -3.376
C  -3.238  3.225  -3.169
C  -0.100  3.229  -3.017
C  0.805  2.413  -3.714
C  1.544  2.940  -4.777
C  1.348  4.275  -5.160
C  0.407  5.070  -4.507
C  -0.343  4.549  -3.453
H  -0.506  3.353  1.995
H  0.072  4.325  -0.185
H  0.416  3.287  3.772
H  -0.041  3.274  6.197
H  -0.506  1.125  7.391
H  -0.370  -1.021  6.126
H  0.099  -1.034  3.682
H  2.679  0.581  -0.231
H  5.206  0.407  -0.248
H  6.226  -0.105  1.969
H  4.985  0.411  4.059
H  2.714  1.260  3.999
H  -3.279  2.700  0.190
H  -5.706  3.050  -0.190
H  -6.572  3.500  -2.480
H  -4.972  3.647  -4.377
H  -2.561  3.279  -4.017
H  0.919  1.359  -3.431
H  2.258  2.301  -5.288
H  1.924  4.676  -5.992
H  0.232  6.102  -4.827
H  -1.128  5.156  -2.981
B  0.374  -2.784  1.079
C  0.276  -1.310  0.945
N  0.219  -0.119  0.976
H  1.519  -2.951  1.463
H  0.167  -3.189  -0.051
H  -0.495  -3.060  1.898

As for the spin multiplicity: 5. Its total charge is +2. The total energy comes out at -2276.5884 hartree.

=====

# 3
Molecular formula: C4H12BrCl4N2O3
Method: DFT, ωB97M-V/def2-TZVPD

Cartesian coordinates (Å):
N  1.102  -1.252  -0.692
H  1.287  -1.400  0.290
H  1.997  -1.024  -1.101
H  0.314  -0.622  -0.641
H  0.812  -2.126  -1.107
N  4.771  -1.205  -1.785
O  5.988  -1.204  -1.705
O  4.509  -1.161  -2.966
O  4.015  -1.126  -0.866
Br  1.336  -4.237  -2.115
Cl  -0.410  0.777  -3.343
C  -1.730  1.618  -2.657
C  -1.308  2.278  -1.349
Cl  -0.842  0.965  -0.275
H  -2.611  0.981  -2.576
H  -1.946  2.287  -3.489
H  -2.192  2.659  -0.838
H  -0.589  3.095  -1.403
Cl  -0.554  -1.214  2.427
C  -2.037  -0.379  2.972
C  -1.796  0.558  4.116
Cl  -1.175  -0.142  5.656
H  -2.929  -0.985  3.132
H  -2.261  0.266  2.122
H  -2.610  1.223  4.403
H  -1.142  1.368  3.790

As for the spin multiplicity: 2. Its total charge is -2. The total energy comes out at -4909.4566 hartree.

=====

# 4
Molecular formula: C19H9CdF5N3Se
Method: DFT, ωB97M-V/def2-TZVPD

Cartesian coordinates (Å):
Cd  0.322  0.199  -0.958
C  -3.347  -2.358  3.389
C  -2.929  -1.072  3.070
C  -2.026  -0.864  2.053
C  -1.506  -1.951  1.326
C  -1.933  -3.251  1.658
C  -2.842  -3.435  2.677
N  -0.598  -1.665  0.355
N  -0.049  -2.617  -0.382
C  0.813  -3.938  -1.502
C  1.570  -4.704  -2.329
C  2.470  -4.114  -3.245
C  2.705  -2.792  -3.578
C  2.178  -1.557  -3.138
C  1.308  -1.377  -2.073
H  -4.058  -2.520  4.188
H  -3.316  -0.230  3.629
H  -1.683  0.135  1.796
H  -1.537  -4.094  1.112
H  -3.166  -4.439  2.929
H  1.515  -5.784  -2.287
H  3.064  -4.831  -3.804
H  3.445  -2.669  -4.365
H  2.516  -0.686  -3.691
N  -0.093  -4.013  -0.495
C  0.826  -2.454  -1.392
F  -0.314  8.245  0.552
C  0.094  6.963  0.491
C  0.955  6.548  -0.519
F  1.399  7.445  -1.421
C  1.355  5.224  -0.587
F  2.182  4.858  -1.576
C  0.922  4.261  0.335
Se  1.563  2.490  0.310
C  0.066  4.717  1.346
F  -0.379  3.850  2.263
C  -0.343  6.038  1.434
F  -1.152  6.443  2.429

Its total charge is -1. The total energy comes out at -3962.0708 hartree.

=====

# 5
Molecular formula: C4H5N3S
Method: DFT, ωB97M-V/def2-TZVPD

Cartesian coordinates (Å):
C  -0.325  -0.427  -2.923
C  -0.154  -0.505  -1.399
C  0.389  0.433  -0.616
C  0.306  0.465  0.848
S  1.201  1.625  1.702
N  -0.805  -0.396  1.469
N  -1.191  -1.355  0.591
N  -0.664  -1.659  -0.701
H  -0.120  0.605  -3.379
H  -1.523  -0.647  -3.266
H  0.331  -1.217  -3.465
H  0.858  1.497  -1.017
H  -1.428  -2.154  -1.072

Its total charge is 0. The total energy comes out at -717.7255 hartree. Its structure (SMILES) is Cc1cc(=S)nn[nH]1.

=====

# 6
Molecular formula: C21H42Br6F3N5O7
Method: DFT, ωB97M-V/def2-TZVPD

Cartesian coordinates (Å):
C  2.217  -1.073  -3.188
C  3.663  -1.263  -2.975
O  4.437  -0.732  -3.789
N  4.052  -1.982  -1.913
C  5.440  -2.177  -1.557
H  2.035  -1.409  -4.208
H  1.920  -0.042  -2.994
H  1.664  -1.790  -2.582
H  3.363  -2.520  -1.407
H  5.491  -3.162  -1.093
H  5.764  -1.442  -0.821
H  6.147  -2.097  -2.384
C  2.929  6.210  0.250
C  3.118  4.668  0.297
O  3.336  4.184  1.409
N  3.222  3.942  -0.829
C  3.460  2.489  -0.926
H  2.722  6.572  -0.757
H  3.793  6.705  0.694
H  2.132  6.600  0.883
H  3.036  4.371  -1.725
H  3.249  2.213  -1.960
H  2.715  1.950  -0.341
H  4.467  2.127  -0.721
C  -0.806  0.447  -0.447
C  -0.459  -0.921  -0.806
O  -1.049  -1.520  -1.697
N  0.606  -1.443  -0.251
C  1.387  -0.829  0.847
H  -1.031  0.412  0.619
H  -1.667  0.908  -0.931
H  0.086  1.040  -0.649
H  0.804  -2.390  -0.541
H  2.261  -1.384  1.189
H  0.778  -0.752  1.747
H  1.791  0.115  0.481
C  -6.569  3.037  -0.546
C  -5.516  2.474  0.423
O  -5.784  1.386  1.008
N  -4.337  3.108  0.589
C  -3.282  2.599  1.371
H  -6.143  3.950  -0.962
H  -7.478  3.354  -0.036
H  -6.869  2.304  -1.296
H  -4.240  4.040  0.213
H  -2.383  2.595  0.754
H  -3.442  1.560  1.658
H  -3.183  3.111  2.327
C  2.119  -4.554  1.424
C  1.625  -4.684  0.002
O  2.363  -4.462  -0.959
N  0.339  -5.039  -0.054
C  -0.492  -5.310  -1.210
H  1.428  -3.979  2.040
H  3.119  -4.122  1.457
H  2.224  -5.556  1.840
H  -0.095  -5.189  0.845
H  0.157  -5.214  -2.081
H  -1.340  -4.627  -1.265
H  -0.917  -6.310  -1.128
C  -3.820  -2.698  0.790
C  -4.333  -1.307  0.708
O  -4.833  -1.002  -0.626
C  -6.053  -1.462  -1.082
O  -6.831  -2.244  -0.536
C  -6.385  -0.892  -2.447
F  -5.204  -0.507  -3.077
F  -7.054  -1.804  -3.185
F  -7.140  0.182  -2.304
H  -3.438  -2.971  1.774
H  -3.026  -2.731  0.044
H  -4.576  -3.403  0.446
H  -3.559  -0.558  0.878
H  -5.079  -1.121  1.480
C  0.486  3.436  4.294
Br  0.636  1.734  3.257
Br  0.498  3.107  6.245
Br  -1.051  4.653  3.933
H  1.390  3.991  4.041
C  6.225  1.150  2.324
Br  7.849  -0.094  2.257
Br  5.862  1.648  4.254
Br  4.639  0.288  1.354
H  6.419  2.107  1.839

As for the spin multiplicity: 2. Its total charge is +1. The total energy comes out at -17369.2019 hartree.